14
Properties=species:S:1:pos:R:3:mulliken_charge:R:1 method="wB97M-V/def2-TZVPD" e_tot_ha=-286.73681 gap_ha="0.275 / 0.336" e_above_lowest_kcal_mol=129.1 homo_ev="-12.4 / -13.1" charge=+1
C -1.3355 -0.7267 -0.6613 -0.434
C -2.4543 -0.3012 0.2875 -0.204
C -0.6508 0.7167 -0.4244 -0.172
C 1.4335 0.0731 0.2584 -0.895
N 0.5671 1.2104 0.0620 0.047
O -1.8653 0.9372 0.3743 -0.272
H -0.8565 -1.6255 -0.2139 0.335
H -1.6298 -1.0364 -1.6606 0.346
H -3.4334 -0.6081 0.4373 0.423
H 2.5229 0.2992 0.3524 0.349
H 1.2739 -0.3166 1.2644 0.340
H 1.1140 -0.6113 -0.5839 0.358
H 1.0450 1.7448 -0.6147 0.373
H 0.5033 1.8277 0.9507 0.408